(1)
ORCA calculation (ωB97M-V with the def2-TZVPD basis set) on a single C3H5NS molecule at a distorted geometry.

Output
HOMO in eV: -8.86
Frontier orbital gap in eV: 8.67
LUMO in Eh: -0.0070
ΔE to the lowest compared entry with this formula, charge and spin in kcal per mole: 44.2
SMILES: S=CN1CC1

```
! RIJCOSX wB97M-V def2-TZVPD def2/J DEFGRID3
* xyz 0 1
C -1.47592 -0.15341 0.24029
C 0.83382 -0.62754 -0.25274
C 0.83663 0.77368 -0.00388
H -1.16951 -0.57458 1.20902
H 0.76031 -1.39627 0.51890
H 1.40799 -0.96594 -1.13438
H 0.79688 1.28011 0.91830
H 1.40543 1.41594 -0.68585
N -0.36768 0.13378 -0.55966
S -3.02794 0.11422 -0.25000
*
```

Here are the Mulliken charges for atoms 1 to 6, given in e: C -0.127; C -0.306; C -0.253; H 0.297; H 0.242; H 0.192

(2)
ORCA calculation (ωB97M-V with the def2-TZVPD basis set) on a 9-piece molecular cluster, C38H76FN4O27S overall at a distorted geometry.

Output
HOMO (alpha / beta) in eV: -8.86 / -9.79
⟨S²⟩: 0.75
Frontier orbital gap (alpha / beta) in eV: 9.10 / 9.67
LUMO (alpha / beta) in Eh: 0.0089 / -0.0043

```
! RIJCOSX wB97M-V def2-TZVPD def2/J DEFGRID3
* xyz 0 2
C -3.88102 -1.77214 5.53261
C -4.33727 -1.36979 4.12540
C -5.86057 -1.11144 4.21564
C -3.72501 -0.05958 3.63309
C -2.24712 -0.10809 3.15070
C -2.12985 0.68574 1.84018
C -0.70581 1.02897 1.34608
C -0.06327 0.01407 0.36751
C 1.43681 -0.10987 0.66665
N 1.63659 -1.06064 1.77017
C 2.95942 -1.09735 2.26946
N 3.87246 -0.32090 1.86028
N 3.17950 -2.09465 3.28054
S -1.23105 0.65003 4.45665
O 0.11153 0.15284 4.39843
O -1.87107 0.62282 5.72666
F -1.19098 2.14584 3.98402
C -1.76544 -1.57062 3.05644
C -2.78797 -2.58674 2.52528
C -2.21370 -3.97506 2.83616
C -2.98917 -2.52315 1.00092
N -4.14662 -2.46340 3.15209
O -4.69967 -3.55646 3.50111
H -2.79366 -1.75922 5.62686
H -4.22074 -2.77653 5.77170
H -4.24964 -1.05357 6.26218
H -6.30541 -1.20867 3.22361
H -6.33191 -1.87565 4.83220
H -6.06961 -0.13191 4.63894
H -4.30776 0.24559 2.75864
H -3.90549 0.69046 4.39878
H -2.64447 0.14378 1.04875
H -2.66896 1.62641 1.96525
H -0.78109 1.98401 0.82452
H -0.00725 1.19552 2.16214
H -0.13417 0.41334 -0.64429
H -0.54138 -0.95942 0.43255
H 1.97988 -0.42545 -0.22299
H 1.82223 0.87844 0.93752
H 1.08369 -0.70399 2.55187
H 4.72684 -0.57698 2.35069
H 2.80055 -1.73110 4.15392
H 2.57524 -2.88018 3.05421
H -0.92785 -1.59436 2.35934
H -1.35404 -1.92688 4.00015
H -1.18425 -3.99582 2.46472
H -2.74708 -4.75741 2.30497
H -2.17507 -4.16896 3.90618
H -3.58464 -3.39366 0.72385
H -3.58806 -1.65942 0.71130
H -2.03734 -2.53769 0.47621
C -11.26101 -5.36683 3.67261
O -10.31980 -5.43931 2.59739
C -9.10659 -4.97350 2.92079
O -8.79651 -4.52556 3.99109
O -8.30758 -5.09773 1.86456
C -6.96678 -4.63369 2.08752
H -12.18822 -5.78523 3.29153
H -10.91861 -5.95315 4.52257
H -11.42288 -4.33309 3.97170
H -6.48807 -5.19961 2.88010
H -6.96391 -3.57562 2.33351
H -6.43199 -4.79210 1.15482
C 4.82468 1.85862 0.10963
O 4.81089 3.12707 -0.57738
C 5.87949 3.88215 -0.36284
O 6.82157 3.59830 0.33378
O 5.74163 5.01738 -1.04617
C 6.82691 5.93587 -0.88034
H 3.90725 1.35140 -0.15138
H 5.67287 1.25958 -0.21789
H 4.85748 2.00850 1.18244
H 7.75876 5.49566 -1.23042
H 6.92220 6.23244 0.16284
H 6.58369 6.80413 -1.48550
C 6.16703 8.67188 5.18429
O 6.44607 7.81087 4.07921
C 6.41517 6.51042 4.37902
O 6.17931 6.04672 5.46302
O 6.68873 5.82472 3.27371
C 6.69272 4.40118 3.43932
H 6.22542 9.68642 4.80106
H 5.16805 8.48582 5.57403
H 6.90458 8.53652 5.97305
H 5.71309 4.05147 3.76238
H 7.45121 4.10025 4.15986
H 6.92473 3.97783 2.46827
C 5.93235 1.57697 -3.44289
O 6.20555 0.75984 -4.58460
C 6.17434 -0.55123 -4.33324
O 5.94372 -1.05714 -3.26816
O 6.42906 -1.19423 -5.46959
C 6.41847 -2.62410 -5.36394
H 5.98669 2.60879 -3.77761
H 4.93448 1.37740 -3.05646
H 6.67504 1.41041 -2.66436
H 5.43733 -2.97451 -5.05014
H 7.18238 -2.95958 -4.66562
H 6.64240 -3.00099 -6.35811
C 3.03084 -0.19532 -6.00022
O 2.85206 -1.60999 -6.10484
C 1.62132 -1.98531 -6.44585
O 0.69249 -1.25220 -6.65915
O 1.59659 -3.31601 -6.50962
C 0.32596 -3.86218 -6.86973
H 4.06523 -0.03367 -5.71983
H 2.83910 0.29141 -6.95458
H 2.37960 0.22059 -5.23320
H 0.02581 -3.51766 -7.85737
H -0.43041 -3.59161 -6.13554
H 0.45221 -4.94061 -6.88273
C -10.27072 -0.61530 -2.99544
O -10.28906 -2.01337 -2.70565
C -10.36471 -2.30132 -1.40408
O -10.41287 -1.49469 -0.51165
O -10.37475 -3.62094 -1.26908
C -10.45667 -4.07704 0.09133
H -10.20828 -0.53000 -4.07639
H -11.18308 -0.13726 -2.64388
H -9.40371 -0.13919 -2.54113
H -11.38305 -3.73711 0.55204
H -9.60699 -3.72219 0.65114
H -10.44717 -5.15887 0.05949
C 7.50791 -0.72560 -9.12408
O 8.68383 -1.15835 -9.81299
C 9.03092 -2.41486 -9.54728
O 8.45264 -3.16545 -8.80484
O 10.13002 -2.70067 -10.24275
C 10.61807 -4.02990 -10.04906
H 7.33343 0.30458 -9.41962
H 6.65100 -1.33299 -9.41001
H 7.65493 -0.77194 -8.04647
H 9.87625 -4.76118 -10.36404
H 10.88294 -4.19366 -9.00632
H 11.50502 -4.12035 -10.66891
C -1.87009 4.93518 4.47432
O -1.81789 5.67522 3.25105
C -2.95686 6.28685 2.93357
O -3.97634 6.25586 3.57051
O -2.77396 6.93652 1.78481
C -3.92621 7.64461 1.32207
H -0.88911 4.49499 4.60851
H -2.08713 5.59451 5.31273
H -2.61943 4.15085 4.41474
H -4.22499 8.40405 2.04184
H -4.75170 6.95896 1.14079
H -3.63569 8.12011 0.39008
*
```

Here are the Mulliken charges for atoms 1 to 6, given in e: C -1.724; C 1.689; C -1.854; C -2.675; C 2.490; C -1.404

(3)
ORCA calculation (ωB97M-V with the def2-TZVPD basis set) on a single C3H4N2O molecule.

Output
HOMO in eV: -8.33
Frontier orbital gap in eV: 9.21
LUMO in Eh: 0.0322
ΔE to the lowest compared entry with this formula, charge and spin in kcal per mole: 89.6
SMILES: NC1=CN1C=O

```
! RIJCOSX wB97M-V def2-TZVPD def2/J DEFGRID3
* xyz 0 1
N 1.76023 -0.09397 -0.07524
C 0.54625 0.45432 0.16272
C -0.33612 1.38066 0.29548
N -0.76326 -0.04519 0.60955
C -1.41068 -0.81748 -0.36173
O -0.82389 -1.44943 -1.21339
H 1.72373 -1.08383 -0.27103
H 2.52487 0.19584 0.51668
H -0.72042 2.35354 0.54491
H -2.50070 -0.89446 -0.20795
*
```

Here are the Mulliken charges for atoms 1 to 6, given in e: N -0.440; C 0.338; C -0.406; N -0.424; C 0.194; O -0.507